[1]
{
  "formula": "C19H36B3Br12Cl2F3O5S",
  "method": "ωB97M-V/def2-TZVPD",
  "species": ["C", "C", "Cl", "C", "B", "O", "B", "C", "C", "C", "Cl", "O", "B", "S", "O", "O", "C", "F", "F", "F", "O", "H", "H", "H", "H", "H", "H", "H", "H", "H", "H", "H", "H", "Br", "C", "C", "Br", "H", "H", "H", "H", "Br", "C", "C", "Br", "H", "H", "H", "H", "Br", "C", "C", "Br", "H", "H", "H", "H", "Br", "C", "C", "Br", "H", "H", "H", "H", "Br", "C", "C", "Br", "H", "H", "H", "H", "Br", "C", "C", "Br", "H", "H", "H", "H"],
  "coordinates": [[3.043, -1.680, 0.508], [3.498, -2.575, -0.808], [5.223, -2.154, -1.419], [2.379, -2.616, -2.010], [2.061, -1.164, -2.713], [0.777, -0.827, -3.423], [0.074, 0.085, -2.453], [-1.549, -0.194, -2.275], [-2.254, 0.644, -1.055], [-1.843, 0.045, 0.452], [-2.071, 2.494, -1.177], [0.848, 1.152, -1.790], [2.272, 1.140, -2.175], [3.273, 2.766, -2.015], [4.445, 2.804, -3.050], [2.357, 4.030, -2.071], [4.053, 2.804, -0.270], [3.897, 4.132, 0.369], [3.542, 1.667, 0.572], [5.536, 2.602, -0.475], [3.045, -0.031, -2.648], [2.397, -0.739, 0.248], [3.985, -1.300, 1.095], [2.347, -2.401, 1.152], [3.584, -3.696, -0.406], [1.364, -2.979, -1.498], [2.607, -3.428, -2.850], [-1.655, -1.348, -1.987], [-2.117, -0.097, -3.319], [-3.425, 0.431, -1.143], [-1.261, 0.826, 1.100], [-2.855, -0.179, 1.045], [-1.306, -0.999, 0.349], [0.179, 7.444, 0.602], [1.885, 7.213, -0.315], [3.039, 7.643, 0.560], [3.184, 9.587, 0.632], [1.821, 7.769, -1.254], [1.946, 6.143, -0.535], [3.989, 7.302, 0.139], [2.957, 7.290, 1.592], [5.002, -4.735, -3.693], [4.373, -6.053, -4.987], [3.234, -6.872, -4.425], [3.884, -8.214, -3.167], [5.239, -6.653, -5.278], [4.037, -5.466, -5.848], [2.741, -7.441, -5.219], [2.488, -6.273, -3.895], [2.976, -1.098, 4.308], [1.389, -2.017, 4.974], [0.889, -3.038, 3.977], [-0.057, -2.180, 2.503], [0.651, -1.247, 5.214], [1.711, -2.507, 5.898], [0.152, -3.700, 4.441], [1.688, -3.641, 3.536], [-3.953, 5.859, 0.687], [-5.426, 4.609, 0.417], [-5.734, 3.845, 1.684], [-4.419, 2.441, 1.999], [-5.149, 3.966, -0.422], [-6.277, 5.233, 0.126], [-6.692, 3.323, 1.595], [-5.750, 4.475, 2.578], [-0.387, -6.295, 5.589], [-1.465, -6.171, 7.210], [-1.808, -4.735, 7.531], [-0.282, -3.802, 8.310], [-0.907, -6.673, 8.004], [-2.372, -6.744, 6.992], [-2.591, -4.687, 8.294], [-2.123, -4.158, 6.657], [-5.165, 4.358, -2.987], [-5.794, 3.041, -4.282], [-6.932, 2.222, -3.719], [-6.283, 0.880, -2.462], [-4.928, 2.440, -4.572], [-6.129, 3.627, -5.143], [-7.426, 1.653, -4.513], [-7.678, 2.821, -3.190]],
  "orbital_gap_ev": 8.35,
  "max_force_ev_per_a": 7.534,
  "total_energy_ha": -33702.69935,
  "homo_energy_ha": -0.352,
  "smiles": "C[C@H](Cl)CB1OB(C[C@@H](C)Cl)OB(S(=O)(=O)C(F)(F)F)O1.BrCCBr.BrCCBr.BrCCBr.BrCCBr.BrCCBr.BrCCBr"
}

***

[2]
{
  "formula": "O2",
  "method": "ωB97M-V/def2-TZVPD",
  "species": ["O", "O"],
  "coordinates": [[-0.511, 0.082, 0.860], [0.511, -0.082, -0.860]],
  "orbital_gap_ev": 7.22,
  "relative_energy_ev": 6.9239,
  "max_force_ev_per_a": 7.838,
  "total_energy_ha": -150.04216,
  "homo_energy_ha": -0.484
}

***

[3]
{
  "formula": "CHF2P",
  "method": "ωB97M-V/def2-TZVPD",
  "species": ["C", "F", "F", "P", "H"],
  "coordinates": [[0.388, 0.299, -0.215], [1.318, 1.141, -0.398], [0.789, -0.284, 1.434], [-0.961, -0.276, -0.908], [-1.534, -0.881, 0.086]],
  "orbital_gap_ev": 10.23,
  "relative_energy_ev": 1.8791,
  "max_force_ev_per_a": 6.039,
  "total_energy_ha": -579.65745,
  "homo_energy_ha": -0.391
}

***

[4]
{
  "formula": "C9H12S",
  "method": "ωB97M-V/def2-TZVPD",
  "species": ["C", "C", "C", "C", "C", "C", "C", "C", "C", "S", "H", "H", "H", "H", "H", "H", "H", "H", "H", "H", "H", "H"],
  "coordinates": [[-0.533, -2.744, -2.554], [-0.330, -1.373, -2.226], [-0.291, -3.631, -1.552], [0.182, -1.264, -0.981], [0.680, 1.977, -0.152], [1.144, 0.648, 0.228], [0.196, 1.226, 1.204], [0.723, 1.849, 2.457], [-1.220, 0.876, 1.073], [0.208, -2.757, -0.124], [-0.850, -3.113, -3.608], [-0.403, -0.612, -2.937], [-0.573, -4.648, -1.665], [1.360, 2.746, -0.306], [-0.195, 2.171, -0.826], [2.193, 0.263, 0.575], [1.050, 1.220, 3.261], [-0.039, 2.432, 2.806], [1.538, 2.527, 2.272], [-1.822, 1.790, 1.195], [-1.460, -0.062, 1.763], [-1.558, 0.478, 0.094]],
  "orbital_gap_ev": [8.56, 8.57],
  "relative_energy_ev": 3.5401,
  "max_force_ev_per_a": 3.580,
  "total_energy_ha": -748.10984,
  "homo_energy_ha": [-0.310, -0.310]
}

***

[5]
{
  "formula": "C3H5NO3S",
  "method": "ωB97M-V/def2-TZVPD",
  "species": ["C", "C", "C", "H", "H", "H", "H", "H", "N", "O", "O", "O", "S"],
  "coordinates": [[0.698, -0.276, -0.071], [-1.900, -0.336, 0.436], [-0.705, 1.603, 0.124], [2.412, 1.112, -0.095], [-2.877, -0.803, 0.211], [-1.791, -0.235, 1.525], [-0.555, 1.665, 1.204], [-0.770, 2.603, -0.335], [1.888, -0.678, 0.231], [2.856, 0.277, 0.161], [-1.866, 0.917, -0.179], [0.459, 1.014, -0.452], [-0.612, -1.451, -0.206]],
  "orbital_gap_ev": 9.59,
  "relative_energy_ev": 2.9198,
  "max_force_ev_per_a": 1.730,
  "total_energy_ha": -795.88953,
  "homo_energy_ha": -0.332,
  "smiles": "O/N=C1\\OCOCS1"
}

***

[6]
{
  "formula": "C6H9N",
  "method": "ωB97M-V/def2-TZVPD",
  "species": ["C", "C", "C", "C", "C", "C", "N", "H", "H", "H", "H", "H", "H", "H", "H", "H"],
  "coordinates": [[2.884, 0.852, 1.697], [1.778, 0.052, 1.465], [0.551, -0.193, 1.118], [-0.003, -0.785, -0.122], [-1.480, -0.517, -0.306], [-1.959, 0.619, -1.122], [-2.008, -0.748, -1.646], [2.907, 1.899, 1.396], [3.732, 0.476, 2.259], [1.973, -0.001, 2.624], [0.156, -1.872, -0.053], [0.541, -0.466, -1.026], [-2.097, -0.798, 0.548], [-1.238, 1.269, -1.614], [-2.888, 1.107, -0.834], [-2.955, -1.113, -1.605]],
  "orbital_gap_ev": [8.00, 8.00],
  "relative_energy_ev": 6.5727,
  "max_force_ev_per_a": 0.418,
  "total_energy_ha": -288.54050,
  "homo_energy_ha": [-0.284, -0.284]
}